(1)
{
  "formula": "C10H14N3",
  "method": "the ωB97M-V functional and the def2-TZVPD basis",
  "mol_weight_g_mol": 176.24,
  "smiles": "C[C@H]1/C=C\\C=C/n2ccc[n+]2N1C",
  "homo_ev": -13.0326,
  "relative_energy_kj_mol": 430.0,
  "total_charge": 1,
  "e_lumo_ev": -3.377,
  "symbols": ["N", "N", "N", "C", "C", "C", "C", "C", "C", "C", "C", "C", "C", "H", "H", "H", "H", "H", "H", "H", "H", "H", "H", "H", "H", "H", "H"],
  "coordinates": [[1.647, -0.455, -0.330], [0.823, 0.634, 0.009], [-0.509, 0.741, -0.476], [1.195, -1.543, -1.049], [2.886, 0.945, 0.871], [2.882, -0.271, 0.128], [0.285, -2.288, -0.478], [-1.025, -0.972, 1.329], [-0.735, 2.044, -1.097], [-1.459, 0.218, 0.498], [-2.716, -0.088, -0.268], [-0.293, -2.024, 0.870], [1.654, 1.448, 0.711], [-1.167, 2.787, -0.279], [-1.727, 1.092, 1.068], [1.738, -1.792, -2.053], [-3.434, -0.521, 0.340], [1.336, 2.436, 1.202], [-1.321, -1.098, 2.372], [-2.544, -0.773, -1.149], [-1.623, 1.886, -1.643], [0.031, -3.157, -0.935], [-3.311, 0.796, -0.695], [3.706, -0.945, -0.018], [3.811, 1.379, 1.211], [0.038, 2.347, -1.716], [-0.170, -2.827, 1.576]],
  "forces_ev_per_angstrom": [[0.3, 1.8, -0.2], [1.7, -0.4, 0.2], [3.7, -1.2, 0.0], [1.0, -1.2, -2.6], [1.8, -2.1, -1.8], [-0.7, 1.7, 1.2], [-0.3, 1.7, 2.0], [1.5, -1.2, -1.0], [-3.2, 0.1, 3.8], [-1.0, 0.9, -0.3], [-0.8, 0.6, -3.1], [-0.9, 1.0, 0.0], [-2.5, 3.1, 1.6], [1.6, -0.8, -1.4], [0.0, 0.2, 1.3], [-1.2, 0.6, 2.1], [-1.2, -1.2, 1.4], [0.0, -1.8, -1.2], [-0.3, 0.6, -0.4], [0.0, 0.6, 1.0], [-0.8, 0.0, -1.2], [-1.0, -2.6, -1.3], [1.3, -0.8, 0.6], [-0.2, -0.4, -0.2], [-0.4, 0.2, 0.5], [1.5, 0.7, -0.8], [0.1, -0.3, 0.1]],
  "mulliken_charge": [0.18, 0.18, -0.26, -0.26, -0.86, 0.00, -0.65, -0.59, -1.01, 0.46, -1.54, -0.39, 0.06, 0.30, 0.34, 0.40, 0.49, 0.37, 0.43, 0.33, 0.41, 0.55, 0.36, 0.46, 0.40, 0.38, 0.46]
}

---

(2)
{
  "formula": "C22H38CoO12",
  "method": "the ωB97M-V functional and the def2-TZVPD basis",
  "mol_weight_g_mol": 553.47,
  "homo_ev": [-12.7784, -12.7780],
  "relative_energy_kj_mol": 1006.7,
  "multiplicity": 4,
  "total_charge": 2,
  "e_lumo_ev": [-7.728, -11.433],
  "symbols": ["Co", "O", "O", "O", "O", "O", "O", "O", "O", "O", "O", "O", "O", "C", "C", "C", "C", "C", "C", "C", "C", "C", "C", "C", "C", "C", "C", "C", "C", "C", "C", "C", "C", "C", "C", "H", "H", "H", "H", "H", "H", "H", "H", "H", "H", "H", "H", "H", "H", "H", "H", "H", "H", "H", "H", "H", "H", "H", "H", "H", "H", "H", "H", "H", "H", "H", "H", "H", "H", "H", "H", "H", "H"],
  "coordinates": [[-0.389, 0.045, 1.035], [-3.877, 3.862, -1.898], [3.956, 4.626, -3.214], [-3.918, 5.004, -3.869], [2.973, 2.564, -2.999], [-0.631, 3.307, 4.359], [-3.871, -2.782, -4.321], [5.400, 0.754, 2.893], [6.561, 1.140, 4.738], [0.067, -4.954, 3.420], [-2.193, -3.327, -3.004], [-4.577, -1.350, 3.061], [-1.009, -6.187, 4.897], [-4.811, -3.332, -5.243], [-2.962, -3.619, -3.921], [-4.482, 4.622, -2.672], [7.937, 1.314, 5.123], [7.840, 1.164, 2.757], [3.812, 3.300, -3.566], [-1.483, -7.487, 5.054], [-5.687, -2.085, 2.956], [5.530, 4.322, -4.862], [-0.599, 3.527, 5.764], [5.084, 5.232, -3.783], [8.704, 0.759, 3.896], [4.818, 2.931, -4.639], [-0.246, -8.369, 4.552], [6.448, 1.016, 3.388], [0.182, -7.456, 3.358], [-4.695, 5.984, -4.554], [-5.809, 6.434, -3.543], [-5.832, 5.259, -2.543], [-3.056, -4.932, -4.664], [-4.432, -4.838, -5.313], [-0.228, -6.062, 3.878], [1.255, -7.556, 3.195], [-2.207, -4.915, -5.348], [-0.971, 4.091, 3.921], [0.197, 4.222, 6.030], [-6.796, 6.562, -3.987], [0.462, -8.431, 5.379], [-4.713, -0.883, 3.889], [-0.558, -9.350, 4.193], [5.302, 4.727, -5.848], [-6.618, -1.658, 3.327], [-4.688, -2.882, -6.228], [5.573, 2.190, -4.376], [-4.262, -5.185, -6.332], [-0.508, 2.613, 6.352], [5.827, 5.297, -2.988], [-4.061, 6.849, -4.749], [-5.111, 5.602, -5.486], [7.849, 2.220, 2.484], [4.713, 6.166, -4.204], [6.607, 4.162, -4.803], [-1.459, 4.045, 6.187], [4.400, 2.607, -5.592], [-5.958, 5.650, -1.534], [9.682, 1.235, 3.820], [-2.419, -7.582, 4.504], [-2.837, -5.764, -3.995], [-5.145, -5.492, -4.810], [-5.840, -3.157, -4.930], [-5.851, -2.357, 1.913], [8.280, 2.320, 5.365], [8.871, -0.303, 4.077], [8.054, 0.507, 1.914], [-1.713, -7.670, 6.104], [-6.663, 4.592, -2.771], [8.062, 0.644, 5.974], [-5.498, 7.302, -2.961], [-0.217, -7.734, 2.382], [-5.570, -3.069, 3.410]],
  "forces_ev_per_angstrom": [[0.1, 0.2, 0.2], [-1.7, 2.0, -2.1], [-1.7, -2.2, 0.5], [-0.1, -0.5, 0.9], [2.5, 2.3, -1.8], [-0.2, -0.6, 0.1], [1.1, 0.8, 1.3], [-0.7, 0.1, -0.6], [0.1, 0.9, -0.1], [-0.3, -2.0, 0.6], [0.4, -0.2, -0.1], [2.0, 2.3, 0.8], [-1.0, 1.4, 1.5], [-0.5, -1.9, -1.6], [-1.9, 0.8, -0.7], [1.9, -1.8, 0.7], [0.6, -1.5, -0.5], [-1.2, -0.8, -0.1], [-2.1, -1.5, 2.0], [0.8, -2.3, 0.5], [-2.6, -3.1, -1.3], [1.0, -1.6, -1.3], [0.1, 1.0, 0.7], [-0.2, 0.3, 0.1], [1.3, 1.3, 1.7], [0.8, 1.8, -0.5], [-2.2, 1.1, -1.0], [0.6, -0.8, 0.3], [1.1, -0.5, 1.2], [-0.9, 1.2, 0.8], [0.5, -1.1, 0.2], [-0.4, 0.9, 0.2], [1.0, -0.3, 0.7], [0.0, 0.0, -0.1], [1.6, 1.7, -2.9], [0.1, 0.6, 0.1], [0.0, 0.1, -0.3], [0.0, 0.1, 0.2], [0.5, -0.3, 0.0], [0.3, 0.3, -0.1], [0.2, 0.0, -0.4], [0.8, 0.4, 0.1], [0.1, 0.0, 0.3], [0.0, -0.1, 0.0], [0.1, 0.3, 0.1], [0.3, 0.4, 0.3], [-0.4, -0.1, 0.5], [-0.5, 0.1, -0.1], [0.2, -0.2, -0.6], [0.0, 0.7, -0.1], [0.2, -0.3, -0.3], [0.2, -0.2, 0.1], [0.7, 0.0, -0.1], [0.6, 0.3, 0.5], [0.0, 0.2, -0.2], [-0.6, -0.2, -0.5], [-0.5, -0.1, 0.4], [-0.1, -0.4, 0.1], [0.1, -0.1, 0.1], [0.1, -0.3, -0.3], [-0.3, -0.1, 0.0], [0.0, 0.2, -0.1], [0.3, 0.1, 0.5], [-0.2, 0.3, -0.3], [-0.8, 0.2, 0.0], [-0.3, -0.1, -0.7], [-0.7, 0.4, -0.3], [0.1, 0.2, 0.0], [0.3, -0.4, 0.1], [0.2, 0.4, 0.2], [-0.1, 0.3, -0.5], [-0.6, 0.2, 0.2], [-0.1, -0.2, 0.5]],
  "mulliken_charge": [1.00, -0.64, -0.34, -0.33, -0.64, -0.50, -0.26, -0.58, -0.34, -0.64, -0.19, -0.47, -0.31, -0.35, 0.62, 0.54, -0.41, -0.32, 0.54, -0.40, -0.57, -0.49, -0.55, -0.31, -0.51, -0.32, -0.49, 0.47, -0.40, -0.39, -0.51, -0.35, -0.34, -0.45, 0.59, 0.28, 0.31, 0.30, 0.26, 0.32, 0.29, 0.33, 0.31, 0.27, 0.27, 0.29, 0.26, 0.30, 0.23, 0.25, 0.28, 0.29, 0.26, 0.27, 0.28, 0.26, 0.23, 0.27, 0.31, 0.26, 0.37, 0.33, 0.31, 0.20, 0.28, 0.27, 0.28, 0.30, 0.25, 0.30, 0.27, 0.27, 0.25]
}

---

Question: What is the formula in the second record?
Answer: C22H38CoO12